101
Properties=species:S:1:pos:R:3:forces:R:3 method="wB97M-V/def2-TZVPD" homo_ha="-0.162 / -0.165" s2=15.76 total_charge=-1 lumo_ev="2.45 / 2.45" spin_multiplicity=8
Eu -0.547 -0.092 0.839 -0.157 0.293 -0.147
C 4.913 1.623 1.840 -1.567 0.193 0.073
C 3.444 1.932 1.573 1.097 0.612 0.591
C 2.773 3.051 1.977 -1.253 0.455 0.003
C 1.418 2.878 1.525 1.317 0.707 0.588
N 1.330 1.728 0.872 0.618 -0.256 0.343
N 2.598 1.169 0.903 -1.237 -2.141 -0.874
B 2.905 -0.265 0.223 -0.522 0.510 0.504
N 2.614 -1.510 1.082 1.432 -0.266 0.046
N 1.385 -1.874 1.444 -1.134 0.432 -0.028
C 1.461 -3.075 1.960 -0.213 -1.215 0.129
C 2.787 -3.520 1.951 -0.193 -2.148 0.899
C 3.492 -2.533 1.383 0.823 1.504 -0.914
C 4.981 -2.493 1.197 -0.684 0.773 0.875
C 0.286 -3.936 2.324 -1.433 1.542 0.873
C 0.252 -5.236 1.580 0.401 -1.016 -0.710
C 0.251 -4.285 3.818 -1.101 0.081 0.807
C -1.013 -3.130 2.090 0.531 0.610 0.530
N 2.119 -0.359 -1.103 -0.359 0.471 -1.540
N 1.146 -1.287 -1.411 -0.196 0.135 1.529
C 0.785 -1.131 -2.667 1.186 0.622 -0.418
C 1.584 -0.122 -3.258 0.046 0.063 1.834
C 2.385 0.390 -2.218 -0.405 -1.385 -1.328
C 3.488 1.398 -2.341 -0.746 0.145 1.494
C -0.137 -2.123 -3.351 1.031 1.231 -0.930
C -1.383 -2.329 -2.573 -1.051 -1.703 1.787
C -0.587 -1.605 -4.739 1.054 -1.564 0.480
C 0.641 -3.419 -3.454 -0.969 -0.963 0.081
C 0.341 3.953 1.632 -0.987 0.876 0.756
C 0.714 5.051 0.641 -0.339 0.753 -0.124
C 0.325 4.609 3.041 1.244 -1.543 -0.099
C -1.062 3.443 1.343 -0.142 -0.712 -0.186
H 5.434 2.571 1.836 0.412 0.092 -0.435
H 5.229 0.905 1.091 0.594 0.095 0.224
H 5.019 1.266 2.867 0.023 -0.457 -0.179
H 3.203 3.874 2.524 -0.092 0.052 0.006
H 4.071 -0.260 0.046 0.487 -0.062 -0.358
H 3.161 -4.505 2.316 -0.319 1.088 -0.387
H 5.390 -3.278 1.780 0.271 -0.909 0.880
H 5.326 -1.570 1.699 0.354 -0.242 -0.994
H 5.347 -2.744 0.214 -0.007 0.845 -0.604
H 1.092 -5.862 1.889 -0.020 -0.119 0.192
H 0.386 -5.162 0.500 -0.243 0.377 -0.124
H -0.672 -5.796 1.779 0.173 0.205 0.015
H 1.126 -4.842 4.109 0.311 -0.381 0.173
H -0.688 -4.869 4.073 1.102 0.286 -0.478
H 0.172 -3.411 4.479 0.246 0.077 -0.396
H -1.178 -2.883 1.045 0.082 0.031 -0.327
H -1.022 -2.201 2.728 0.024 -0.834 -0.625
H -1.832 -3.748 2.404 -0.638 -0.195 0.132
H 1.510 0.224 -4.248 0.113 0.446 -0.962
H 3.609 1.794 -3.320 -0.188 0.033 -1.008
H 4.431 0.953 -2.045 0.229 0.041 0.264
H 3.250 2.259 -1.695 0.352 -0.236 0.031
H -1.865 -1.391 -2.268 0.053 -0.147 -0.088
H -1.099 -2.925 -1.655 -0.497 0.758 -0.549
H -2.126 -2.986 -3.110 0.662 0.722 0.327
H -1.010 -0.649 -4.618 -0.773 1.210 -0.064
H -1.308 -2.343 -5.074 -0.330 0.175 -0.374
H 0.212 -1.570 -5.475 0.241 0.098 0.000
H 1.036 -3.714 -2.478 -0.549 -0.229 0.053
H 1.504 -3.417 -4.069 0.854 0.618 -0.918
H -0.039 -4.159 -3.916 0.300 -0.164 0.535
H 1.735 5.314 0.830 0.745 0.293 -0.070
H 0.134 6.015 0.669 0.109 -1.133 0.287
H 0.644 4.646 -0.349 0.029 -0.101 -0.790
H 1.357 4.830 3.339 -0.196 -0.181 0.263
H -0.170 3.959 3.751 0.301 -0.465 0.336
H -0.199 5.516 3.125 -0.857 1.344 -0.607
H -1.159 3.064 0.331 0.092 -0.075 -0.195
H -1.858 4.176 1.452 0.217 0.477 0.065
H -1.349 2.644 2.025 0.118 -0.221 0.219
C -5.362 1.419 0.630 2.210 0.429 0.213
Si -4.138 0.283 -0.356 -0.215 1.162 0.679
C -3.919 -1.181 0.740 -0.259 -1.531 -0.455
C -4.931 -0.314 -1.906 0.306 -1.649 -0.971
N -2.582 0.923 -0.640 0.020 1.284 -0.146
C -2.447 1.995 -1.528 1.759 -1.923 -0.202
C -3.425 2.764 -2.143 -0.986 0.109 0.253
C -3.151 3.600 -3.223 0.135 0.135 0.113
C -1.868 3.709 -3.723 0.152 0.055 -0.506
C -0.825 2.964 -3.163 -0.033 0.439 0.432
C -1.130 2.207 -2.078 -0.765 -0.432 0.646
F -0.116 1.530 -1.479 -0.132 -0.135 0.145
H -6.157 0.885 1.081 -1.056 -0.646 0.257
H -5.718 2.349 0.189 -0.071 -0.101 -0.232
H -4.711 1.726 1.489 -0.425 -0.066 -0.470
H -4.934 -1.648 0.809 0.724 0.245 0.337
H -3.516 -0.976 1.735 -0.119 -0.116 -0.001
H -3.299 -1.957 0.206 -0.339 0.627 0.551
H -5.833 -0.912 -1.722 -0.112 0.388 0.043
H -4.243 -1.064 -2.403 -0.485 0.922 0.371
H -5.136 0.481 -2.614 -0.127 0.043 -0.176
H -4.451 2.664 -1.770 0.328 0.137 -0.244
H -3.962 4.172 -3.665 0.117 -0.046 0.015
H -1.643 4.343 -4.564 -0.112 0.185 -0.180
H 0.221 3.015 -3.468 -0.344 0.047 -0.146
F -2.392 -0.278 3.828 -1.814 -1.242 -0.342
C -1.064 0.013 3.799 0.482 1.319 -0.552
F -0.585 -0.646 4.898 0.536 -0.885 0.383
F -1.171 1.312 4.333 0.747 0.936 -0.210

=====

97
Properties=species:S:1:pos:R:3:forces:R:3 method="wB97M-V/def2-TZVPD" homo_ha=-0.394 total_charge=+1 lumo_ev=-3.14
Bi 0.079 0.227 0.432 0.333 0.190 -0.410
C 2.774 0.305 1.428 -0.171 -0.027 0.061
C 3.543 0.225 0.297 0.049 0.111 -0.157
C 3.111 1.341 -0.600 0.143 -0.117 -0.035
C 2.165 2.049 0.084 -0.220 0.018 0.127
C 1.838 1.430 1.370 0.105 0.305 0.301
C 1.640 2.312 2.624 -0.013 -0.077 -0.027
C 2.988 2.977 2.942 0.025 -0.029 -0.058
C 1.216 1.469 3.829 -0.017 -0.016 0.003
C 0.595 3.406 2.389 -0.019 -0.031 -0.057
C 3.581 1.877 -1.970 0.001 -0.006 0.061
C 4.745 2.860 -1.742 -0.005 -0.024 0.001
C 3.998 0.831 -3.013 -0.026 0.007 0.122
C 2.431 2.672 -2.618 -0.070 0.078 -0.006
C 4.702 -0.779 0.207 -0.085 -0.046 -0.024
C 6.034 -0.061 -0.053 -0.048 -0.014 0.030
C 4.879 -1.485 1.559 0.017 -0.058 0.034
C 4.461 -1.883 -0.838 0.003 0.041 0.031
H 2.864 -0.331 2.298 0.013 0.059 -0.101
H 1.669 2.939 -0.271 0.075 -0.096 0.042
H 3.753 2.229 3.164 -0.026 0.036 -0.015
H 2.889 3.632 3.812 0.002 -0.027 -0.030
H 3.335 3.580 2.099 -0.013 -0.022 0.040
H 1.934 0.674 4.043 -0.041 0.041 -0.004
H 0.233 1.018 3.675 0.083 0.036 0.027
H 1.150 2.101 4.718 0.000 -0.027 -0.032
H 0.849 4.029 1.527 -0.004 -0.027 0.041
H 0.549 4.060 3.264 -0.002 -0.027 -0.032
H -0.400 2.982 2.237 0.067 0.028 0.003
H 5.614 2.371 -1.303 -0.012 0.036 -0.014
H 4.436 3.661 -1.068 0.010 -0.025 -0.027
H 5.051 3.308 -2.692 -0.020 -0.030 0.039
H 4.891 0.280 -2.741 0.101 -0.054 0.104
H 4.216 1.343 -3.953 0.004 -0.005 0.026
H 3.196 0.119 -3.210 -0.008 -0.016 -0.001
H 2.228 3.603 -2.082 0.017 -0.066 -0.061
H 1.508 2.086 -2.652 0.045 0.003 -0.021
H 2.711 2.944 -3.638 -0.003 0.006 0.032
H 6.209 0.700 0.711 -0.005 -0.018 -0.030
H 6.082 0.420 -1.022 -0.048 0.018 -0.158
H 6.853 -0.783 -0.004 -0.032 0.016 -0.004
H 5.068 -0.769 2.362 0.007 -0.039 -0.026
H 5.741 -2.153 1.497 -0.031 0.009 0.014
H 4.012 -2.090 1.831 0.029 0.009 0.001
H 4.454 -1.507 -1.857 -0.034 0.030 -0.025
H 3.506 -2.387 -0.658 0.027 0.012 0.016
H 5.254 -2.633 -0.767 -0.029 0.044 -0.016
C -3.108 -2.029 0.033 0.004 0.056 0.009
O -2.508 -0.944 -0.655 0.072 -0.014 -0.066
C -2.544 -1.145 -2.059 -0.049 -0.056 0.084
C -1.829 -0.024 -2.768 0.105 0.041 -0.054
O -0.415 -0.071 -2.630 -0.169 0.068 0.078
C 0.237 -1.095 -3.365 -0.103 -0.024 0.011
C 1.229 -1.764 -2.448 0.102 0.004 0.063
O 0.608 -2.441 -1.368 -0.035 -0.035 -0.008
C 0.268 -3.785 -1.658 0.018 0.018 0.004
H -4.111 -2.229 -0.353 -0.023 0.010 -0.012
H -2.505 -2.937 -0.065 0.026 -0.023 -0.006
H -3.191 -1.758 1.083 0.005 0.018 0.011
H -2.090 -2.112 -2.306 -0.007 -0.032 -0.002
H -3.585 -1.168 -2.401 -0.040 -0.014 0.024
H -2.114 -0.031 -3.825 0.035 0.003 -0.035
H -2.141 0.927 -2.335 0.012 0.033 -0.025
H -0.482 -1.819 -3.760 0.005 -0.001 -0.009
H 0.770 -0.654 -4.213 -0.008 0.030 -0.050
H 1.882 -2.438 -3.012 0.018 -0.038 0.011
H 1.851 -0.988 -1.999 0.072 -0.002 0.008
H 1.161 -4.368 -1.904 0.012 -0.005 0.003
H -0.195 -4.203 -0.766 0.000 0.006 0.012
H -0.436 -3.860 -2.492 -0.022 0.018 -0.019
O -2.971 0.512 3.379 0.004 0.047 -0.028
C -2.018 0.182 2.719 0.017 0.059 -0.071
O -1.524 0.889 1.730 -0.056 -0.189 0.192
C -1.324 -1.136 2.989 0.125 0.045 -0.160
C -1.841 -1.987 3.975 -0.063 0.015 0.090
C -1.250 -3.201 4.158 -0.036 -0.054 0.047
C -0.147 -3.573 3.360 0.031 0.004 -0.011
C 0.492 -4.829 3.492 -0.012 0.005 0.036
C 1.555 -5.149 2.701 0.028 -0.011 -0.020
C 2.029 -4.223 1.745 0.039 -0.066 0.021
C 1.437 -3.003 1.598 -0.021 0.125 -0.042
C 0.330 -2.651 2.399 -0.107 0.134 0.063
N -0.281 -1.429 2.241 -0.034 -0.354 0.129
H -2.692 -1.649 4.549 0.015 -0.014 -0.017
H -1.620 -3.893 4.906 0.019 0.022 -0.028
H 0.121 -5.526 4.235 0.010 0.023 -0.025
H 2.044 -6.109 2.807 -0.010 0.017 -0.012
H 2.877 -4.484 1.123 -0.014 0.008 0.023
H 1.805 -2.297 0.866 -0.013 -0.003 -0.020
N -2.551 3.107 0.381 0.006 0.127 -0.049
C -1.554 3.160 -0.513 -0.027 0.052 0.030
N -1.480 4.233 -1.334 -0.028 -0.078 0.055
O -0.697 2.255 -0.628 -0.079 -0.100 0.038
H -3.161 3.891 0.528 -0.005 0.019 -0.013
H -2.502 2.380 1.086 -0.010 -0.080 -0.036
H -2.174 4.958 -1.340 -0.004 -0.011 0.006
H -0.780 4.222 -2.053 0.017 -0.010 -0.011

=====

Calculated values (Ha) of calculated total energy for the records, taken in order: -3135.03038; -2157.54731.
Calculated values (kJ/mol) of relative energy (zero: lowest compared OMol25 entry of this formula, charge and spin) for the records, taken in order: 142.71; 0.00.
Calculated values (hartree/bohr) of F_max for the records, taken in order: 0.052; 0.011.